30
Properties=species:S:1:pos:R:3:forces:R:3 method="wB97M-V/def2-TZVPD" e_homo_ev=-7.9138 e_lumo_ha=0.032 mol_weight_g_mol=175.28 energy_ha=-522.203516 de_lowest_kcal_mol=10.52 spin_multiplicity=1 smiles=Cc1c[nH]c2ccccc12.CCC
C -2.12279 -0.39646 0.31646 1.0 0.4 0.1
H 1.58772 3.64094 -2.46936 -0.2 0.0 0.5
C -1.06188 -1.19213 0.91670 -0.9 -0.1 -0.1
C 0.24017 -2.48038 2.47479 -1.1 0.5 -0.6
C -1.80327 -0.30468 -0.99928 0.0 0.0 -0.1
H -2.66806 1.18347 1.66067 0.0 0.2 -0.2
H -3.90849 0.78133 0.41017 0.0 0.3 -0.1
H -3.64504 -0.25678 1.77765 -0.1 0.0 0.1
H -2.32429 0.20942 -1.77405 -0.2 0.3 -0.4
H 0.36060 1.16338 0.28452 -0.3 0.4 0.3
H 2.05409 1.23127 0.43025 0.2 0.4 0.2
C -0.18219 -1.54102 -0.10741 0.8 -0.3 -0.6
H 2.98826 3.07331 -1.55038 -0.2 0.0 0.2
H 1.17759 2.78200 0.37222 -0.2 0.1 0.0
N -0.61117 -0.95046 -1.27858 -0.1 -0.5 0.7
H 0.40168 1.47934 -1.97631 -1.2 0.4 -0.6
C -0.86773 -1.68348 2.20511 0.7 0.5 0.4
C -3.13710 0.39913 1.06856 -0.2 -0.9 0.2
C 1.09035 -2.80445 1.41537 1.2 -0.4 -0.2
H 0.35387 -2.82105 3.48987 0.4 -0.2 0.0
C 1.21352 1.76955 -0.01702 0.2 -1.0 -0.2
H 2.64096 2.47921 -3.12443 -0.2 -0.4 0.1
C 0.94425 -2.34332 0.11629 -0.8 0.3 0.8
C 1.34730 1.65304 -1.53588 1.1 -0.6 0.5
C 2.15499 2.75145 -2.18030 0.6 0.6 -0.8
H 1.98430 -3.40050 1.58079 -0.2 -0.1 0.3
H -0.24955 -1.23600 -2.16915 -0.2 0.2 -0.2
H 1.67702 -2.57628 -0.64183 -0.1 0.0 -0.1
H -1.47129 -1.29838 3.02015 -0.2 -0.3 0.0
H 1.83618 0.68856 -1.71559 0.2 0.1 0.0

=====

30
Properties=species:S:1:pos:R:3:forces:R:3 method="wB97M-V/def2-TZVPD" e_homo_ev=-7.9683 e_lumo_ha=0.032 mol_weight_g_mol=175.28 energy_ha=-522.181844 de_lowest_kcal_mol=24.12 spin_multiplicity=1 smiles=Cc1c[nH]c2ccccc12.CCC
C 1.57816 2.25903 -0.46850 0.5 -0.1 -1.2
H 2.90192 -1.31483 -2.59086 0.1 0.1 0.0
N 1.33801 -0.90171 1.16192 0.4 -0.9 -1.5
C 1.82676 -1.32719 -0.07640 0.3 -1.0 0.0
C 2.02468 -0.30917 -0.94393 -0.1 1.6 1.4
H 2.00867 2.64099 -1.38933 -0.4 -0.1 -0.2
H -1.94087 -0.87673 0.98329 0.5 0.6 -0.3
C -2.28117 -2.29036 -0.52500 0.9 -1.3 0.5
C 0.81474 2.71888 1.76298 0.7 -0.5 -0.4
C 1.64780 0.89330 -0.19246 -0.7 -1.3 0.0
C -2.41105 -0.84547 -0.00323 -0.5 -1.8 0.9
H -1.46100 -2.82399 -0.01667 -0.1 0.3 0.1
H 2.10206 -2.35701 -0.25721 -0.2 -0.1 0.2
C 1.07335 3.13922 0.43128 -0.5 0.5 1.3
H 0.94359 1.05759 3.11285 -0.3 0.0 0.1
H 0.78168 3.45236 2.55707 -0.5 0.0 0.0
H -4.38558 -1.07115 1.08693 0.9 0.4 0.7
C 1.18826 0.43608 1.05638 0.4 2.3 1.4
C 0.93596 1.38498 2.08343 -0.1 -0.5 -0.3
H 3.73356 0.18023 -2.10700 0.0 -0.3 0.2
H -3.14597 -2.93207 -0.32259 -0.1 0.4 0.0
H -4.47026 -1.06930 -0.51133 0.1 0.9 -0.5
H -1.89912 -0.18537 -0.69326 -0.1 0.5 0.2
H 1.15627 -1.51910 1.93519 -0.1 0.3 0.0
C 2.75042 -0.29746 -2.21944 0.7 -0.2 -0.9
H -4.10766 0.51754 0.28084 -0.2 -0.1 0.1
H 0.88370 4.17662 0.18280 0.4 0.0 -0.1
H -2.00693 -2.47727 -1.55951 -0.3 0.7 -0.4
C -3.88648 -0.54716 0.26333 -0.8 -0.5 -1.2
H 2.30651 0.28852 -3.02157 -0.5 -0.1 0.0

=====

30
Properties=species:S:1:pos:R:3:forces:R:3 method="wB97M-V/def2-TZVPD" e_homo_ev=-7.8892 e_lumo_ha=0.032 mol_weight_g_mol=175.28 energy_ha=-522.187782 de_lowest_kcal_mol=20.39 spin_multiplicity=1 smiles=Cc1c[nH]c2ccccc12.CCC
N 0.71853 0.90659 -1.77007 -0.7 -0.2 -0.1
H 0.64639 3.45905 2.06312 0.2 0.3 -0.2
H 0.01977 -2.08162 1.16519 0.1 0.4 0.9
H 0.54312 -2.96701 -0.81157 -0.1 0.1 0.3
H -3.25767 0.02996 -2.42703 -0.2 0.1 0.2
H 1.69491 -3.54300 0.36901 0.3 0.1 -0.3
C -1.18803 2.50107 1.53637 1.5 -0.4 -0.5
C 0.18393 2.82613 1.32130 -1.1 0.3 0.3
H 2.98570 -1.18361 1.53917 0.5 -0.7 0.2
H 0.74034 -0.58535 0.62163 -0.1 -0.6 -1.1
C -1.37233 0.05361 -1.41108 0.8 1.6 0.2
C -0.27290 0.04987 -2.21598 -0.3 -0.6 -0.4
C 1.39352 -2.64994 -0.19032 -0.6 -0.3 -0.9
H 2.12476 -2.38082 -0.94859 0.6 0.3 0.4
H -0.22743 -0.49856 -3.14662 0.5 0.0 0.1
H 1.80995 2.88934 -0.06305 0.2 -0.3 0.2
C 0.24524 1.51862 -0.64425 -0.5 -0.1 0.4
H 1.70700 -0.60810 2.57759 0.2 0.1 -0.2
H 1.87438 -2.27088 2.68982 1.3 -0.4 -0.3
C 0.86096 2.43268 0.19528 0.4 0.2 0.1
H -1.65207 3.00525 2.36982 -0.5 -0.3 0.0
C -1.06643 1.04823 -0.38804 0.3 -0.2 -0.2
C 0.96768 -1.63432 0.84840 0.4 0.5 0.6
H 1.66345 0.97182 -2.09297 0.0 -0.1 -0.2
H -2.58712 -1.55218 -2.12635 0.1 0.1 0.0
H -3.26606 -0.69657 -0.78145 -0.2 0.2 0.0
H -2.84639 1.37992 0.76437 0.1 -0.2 0.2
C -1.78581 1.59458 0.68100 -0.6 0.4 0.1
C 2.03639 -1.46340 1.97175 -2.7 0.4 0.4
C -2.69377 -0.55137 -1.69649 -0.1 -0.8 -0.1